(1)
{"formula": "C35H31I2N5OPW", "method": "ωB97M-V/def2-TZVPD", "symbols": ["W", "I", "I", "P", "O", "N", "N", "N", "N", "N", "C", "C", "C", "C", "C", "C", "C", "C", "C", "C", "C", "C", "C", "C", "C", "C", "C", "C", "C", "C", "C", "C", "C", "C", "C", "C", "C", "C", "C", "C", "C", "C", "C", "C", "C", "H", "H", "H", "H", "H", "H", "H", "H", "H", "H", "H", "H", "H", "H", "H", "H", "H", "H", "H", "H", "H", "H", "H", "H", "H", "H", "H", "H", "H", "H", "H"], "xyz": [[0.08603, 0.82232, -0.59182], [3.28974, 3.66193, 1.88055], [-1.24313, 6.03497, 4.95131], [0.72801, -1.12079, 0.96658], [0.82440, 2.05886, 0.62255], [-0.35324, 1.55173, -2.62039], [-1.23847, -0.80230, -1.33593], [-2.95290, -2.84671, -2.10131], [-1.50496, -3.46494, -3.76675], [-1.52004, 2.24745, -0.45872], [1.24727, -2.09355, 3.47189], [0.14019, 1.86016, -4.93343], [0.78883, 4.60951, 3.22768], [-3.22907, -2.05764, -1.08283], [-0.94866, -1.57822, -2.37624], [-0.82265, -3.37778, 0.92946], [-2.05756, 2.37749, 0.92605], [-1.16470, -4.66290, 0.54019], [2.29323, -0.61404, 0.22205], [0.84355, -0.88389, 5.50975], [-1.47787, 4.01999, 2.71178], [0.33555, 2.97656, 1.52562], [0.25887, 0.11677, 3.40757], [0.50257, 1.48736, -3.65960], [0.72952, -1.01520, 2.74530], [1.25269, 3.73667, 2.25379], [4.35732, 0.68618, -1.15318], [-1.80181, -2.64558, -2.75479], [-0.57138, 4.74471, 3.47475], [0.84270, -4.80571, -0.78722], [3.25111, 0.26319, -1.85650], [0.35092, -2.79671, 0.44490], [4.43078, 0.47029, 0.22118], [-1.04129, 3.13394, 1.73645], [-1.60449, 2.01847, -2.82868], [1.19193, -3.51874, -0.40616], [-1.15293, 2.31881, -5.15162], [-2.37700, -1.04924, -0.66330], [2.19159, -0.37790, -1.18378], [-2.03243, 2.40607, -4.08112], [-0.33911, -5.37204, -0.32423], [-2.46252, 2.13225, -1.59822], [1.30652, -2.01974, 4.85240], [0.31708, 0.18096, 4.78968], [3.39220, -0.13242, 0.91780], [-2.06691, -5.12076, 0.92563], [3.44589, -0.23944, 1.99420], [5.18057, 1.16344, -1.66868], [-3.00007, 2.92502, 0.91632], [-2.25483, 1.37782, 1.32347], [-3.09820, 1.25768, -1.46900], [-4.16177, -2.23540, -0.55913], [-1.45047, -2.84627, 1.63704], [2.13356, -3.10505, -0.74355], [-3.10543, 3.01184, -1.65590], [-1.46694, 2.62360, -6.14207], [-0.15753, 0.94617, 2.85860], [-0.05274, 1.05642, 5.30739], [0.86126, 1.80095, -5.73651], [1.52296, -0.98713, -1.75869], [-0.04651, -1.37786, -2.93867], [3.24167, 0.37267, -2.93396], [1.50499, -5.37640, -1.42490], [1.70917, -2.84863, 5.41863], [-1.01326, 3.12572, -0.61003], [-2.54122, 4.14733, 2.88019], [1.49967, 5.19500, 3.79668], [-2.15607, -4.19826, -4.00253], [0.88647, -0.83416, 6.58970], [-0.60393, -6.38039, -0.61450], [1.59750, -2.98487, 2.96501], [-0.64826, -3.39916, -4.28687], [1.49950, 1.13507, -3.43816], [5.31713, 0.78427, 0.75919], [-2.59599, -0.45665, 0.21220], [-3.03661, 2.78688, -4.21453]], "lowdin_charge": [1.60, 1.07, 1.02, 1.06, -0.32, -0.05, -0.13, 0.18, 0.20, -0.17, -0.06, 0.01, -0.19, -0.07, -0.05, -0.10, -0.10, -0.04, -0.37, -0.02, -0.09, -0.38, -0.08, -0.08, -0.36, -0.64, -0.01, -0.33, -0.72, -0.04, -0.04, -0.37, -0.03, -0.18, -0.23, -0.08, 0.03, -0.16, -0.25, 0.04, -0.03, -0.09, -0.03, -0.03, -0.05, 0.13, 0.13, 0.13, 0.15, 0.12, 0.13, 0.14, 0.12, 0.11, 0.15, 0.14, 0.07, 0.12, 0.14, 0.07, 0.11, 0.11, 0.12, 0.13, 0.15, 0.12, 0.10, 0.14, 0.13, 0.13, 0.12, 0.12, 0.09, 0.13, 0.10, 0.14], "e_homo_ev": [-15.3, -15.3], "max_force_ev_per_a": 0.71, "total_charge": 3, "lumo_ev": [-9.884, -9.839], "e_above_lowest_kj_mol": 0.0, "homo_lumo_gap_ha": [0.2000, 0.2021], "spin_multiplicity": 3}

***

(2)
{"formula": "C3H7NO2", "method": "ωB97M-V/def2-TZVPD", "symbols": ["O", "O", "N", "C", "C", "C", "H", "H", "H", "H", "H", "H", "H"], "xyz": [[0.44748, -1.39777, 1.07845], [1.92221, -1.59670, -0.56901], [-1.16958, 0.45407, -0.23636], [0.80052, -1.11545, -0.05681], [-0.70040, 1.37783, 0.74749], [-0.04653, -0.16460, -1.00233], [2.34955, -2.08243, 0.07535], [0.51179, 0.60276, -1.52470], [-1.54684, 1.85162, 1.33241], [-1.77606, -0.22695, 0.27795], [0.00327, 0.84284, 1.41042], [-0.23274, 2.19192, 0.26802], [-0.56267, -0.73714, -1.80087]], "nbo_charge": [-0.61, -0.66, -0.62, 0.77, -0.42, -0.34, 0.49, 0.23, 0.20, 0.37, 0.18, 0.18, 0.23], "e_homo_ev": -9.0, "max_force_ev_per_a": 3.70, "smiles": "CNCC(=O)O", "lumo_ev": 0.760, "e_above_lowest_kj_mol": 122.4, "homo_lumo_gap_ha": 0.3581}

***

(3)
{"formula": "C4H13NO2", "method": "ωB97M-V/def2-TZVPD", "symbols": ["O", "O", "N", "C", "C", "C", "C", "H", "H", "H", "H", "H", "H", "H", "H", "H", "H", "H", "H", "H"], "xyz": [[2.63738, 0.08028, -4.64197], [-0.41537, 2.14018, -4.82006], [-1.65899, -2.20023, 3.67769], [-0.03872, 1.54996, 1.82602], [0.14702, 0.14136, 1.28104], [-1.28193, -1.28916, 2.68841], [-0.05741, -0.85972, 2.41308], [0.42357, 1.61153, 2.82012], [3.51243, -0.26259, -4.41769], [-1.04999, -3.00966, 3.73114], [1.16235, -0.01339, 0.93799], [-2.61841, -2.46908, 3.53577], [0.73870, -1.11197, 3.10905], [0.38205, 2.66038, -4.96328], [-0.61907, -0.11705, 0.55671], [0.25436, 2.38576, 1.18916], [-2.09196, -0.72554, 2.22441], [-1.08671, 1.76973, 2.08030], [-0.17774, 1.27951, -5.18060], [2.10291, -0.72409, -4.64615]], "nbo_charge": [-0.94, -0.94, -0.82, -0.61, -0.43, -0.01, -0.28, 0.21, 0.47, 0.38, 0.21, 0.37, 0.19, 0.47, 0.21, 0.21, 0.17, 0.20, 0.47, 0.47], "e_homo_ev": -8.0, "max_force_ev_per_a": 1.55, "smiles": "CC/C=C/N.O.O", "lumo_ev": 0.597, "e_above_lowest_kj_mol": 119.8, "homo_lumo_gap_ha": 0.3146}

***

(4)
{"formula": "C3H8N2O3S2", "method": "ωB97M-V/def2-TZVPD", "symbols": ["S", "S", "O", "O", "O", "N", "N", "C", "C", "C", "H", "H", "H", "H", "H", "H", "H", "H"], "xyz": [[0.74112, -0.78428, 2.97903], [0.39298, 0.77363, 0.77801], [-0.09981, 0.63668, 2.24940], [0.27329, 2.17523, 0.42132], [0.25022, -1.88126, 2.21723], [2.24550, -0.54440, 2.47746], [1.32697, -0.11167, 0.17118], [-0.67922, -0.29068, -2.75305], [-1.47692, 0.51304, -1.75160], [-1.54256, 0.12495, -0.49188], [-1.25917, -0.22349, -3.65574], [2.30471, -0.57758, 1.45218], [-1.05981, -0.68120, -0.01048], [-0.55282, -1.25760, -2.34561], [-2.03662, 0.63502, 0.32148], [-2.14893, 1.33999, -2.12814], [2.99092, 0.02052, 3.03763], [0.33016, 0.13311, -2.96843]], "nbo_charge": [1.67, 1.93, -0.87, -0.82, -0.90, -1.10, -0.73, -0.65, -0.16, -0.49, 0.21, 0.43, 0.20, 0.22, 0.20, 0.21, 0.44, 0.22], "e_homo_ev": [-7.1, -9.4], "max_force_ev_per_a": 10.73, "lumo_ev": [0.288, -3.474], "homo_lumo_gap_ha": [0.2709, 0.2181], "spin_multiplicity": 3}

***

(5)
{"formula": "C10H34N2O7", "method": "ωB97M-V/def2-TZVPD", "symbols": ["O", "O", "O", "O", "O", "O", "O", "N", "N", "C", "C", "C", "C", "C", "C", "C", "C", "C", "C", "H", "H", "H", "H", "H", "H", "H", "H", "H", "H", "H", "H", "H", "H", "H", "H", "H", "H", "H", "H", "H", "H", "H", "H", "H", "H", "H", "H", "H", "H", "H", "H", "H", "H"], "xyz": [[-1.27286, -1.23781, -0.61298], [-3.66654, 1.56284, -1.90251], [1.81916, 0.36419, 2.71335], [-2.45579, 0.90405, 0.73746], [-3.88429, -2.99760, -2.58297], [1.67640, 2.68226, -1.04838], [-4.11313, -0.11806, 2.71682], [-0.76051, 2.96197, -2.40908], [2.29028, -1.70598, 4.62027], [-2.77292, -2.17417, -2.33107], [3.89028, -2.84390, 3.09180], [-0.19141, 1.64244, -2.33202], [2.94701, 2.54345, -0.52202], [3.22249, -1.49037, 3.51113], [-0.48358, 0.84535, -3.53276], [0.75899, 0.68781, 1.82959], [2.32960, -0.91375, 2.38760], [-2.28585, -2.19830, -0.83441], [1.31545, 1.82345, -2.05095], [-0.00380, 1.21703, -4.43817], [1.47884, -1.56765, 2.19599], [3.13887, 1.57781, -0.05421], [-3.60915, -0.36040, 3.49366], [-1.87439, -3.18784, -0.63537], [2.99395, -0.80081, 1.53086], [-1.56315, 0.75093, -3.64977], [-4.69062, -2.58366, -2.26662], [-3.51387, 0.42093, 2.20047], [-0.50580, -1.71077, -0.94395], [-0.05736, -0.15100, -3.41561], [3.13943, -3.62673, 2.98458], [3.88058, -0.70404, 3.88086], [-4.23365, 1.88472, -2.60324], [3.74630, 2.82916, -1.20582], [0.41341, 1.71826, 1.91233], [-2.00975, -2.46340, -3.05359], [-0.42591, 3.54142, -1.65252], [-0.21347, 3.33416, -3.17216], [4.47354, -2.65088, 2.19144], [1.82332, -0.83045, 4.80870], [1.10411, 0.62150, 0.79779], [1.74061, 0.83324, -1.88715], [-3.15005, -2.07247, -0.18218], [1.52756, -2.31892, 4.36993], [4.59664, -3.24161, 3.82048], [-2.91758, 1.36180, 0.03500], [-3.01815, -1.15443, -2.62784], [1.97368, 2.16513, -2.84975], [-2.83946, 2.02731, -2.03071], [2.99361, 3.30959, 0.25190], [-0.69539, 1.14234, -1.50499], [-1.91762, 0.25336, 0.28668], [-0.14804, 0.09849, 1.96409]], "nbo_charge": [-0.74, -0.97, -0.55, -0.98, -0.72, -0.55, -0.97, -0.84, -0.83, -0.09, -0.62, -0.09, -0.25, -0.07, -0.61, -0.26, -0.07, -0.09, -0.07, 0.21, 0.16, 0.17, 0.46, 0.16, 0.15, 0.23, 0.47, 0.49, 0.48, 0.21, 0.21, 0.20, 0.48, 0.17, 0.20, 0.17, 0.37, 0.34, 0.21, 0.36, 0.16, 0.15, 0.20, 0.34, 0.23, 0.49, 0.17, 0.16, 0.49, 0.20, 0.20, 0.49, 0.18], "e_homo_ev": -9.0, "max_force_ev_per_a": 2.68, "smiles": "COC[C@H](C)N.COC[C@H](C)N.OCCO.O.O.O", "lumo_ev": 0.287, "e_above_lowest_kj_mol": 279.0, "homo_lumo_gap_ha": 0.3415}

***

(6)
{"formula": "H14O7", "method": "ωB97M-V/def2-TZVPD", "symbols": ["O", "O", "O", "O", "O", "O", "O", "H", "H", "H", "H", "H", "H", "H", "H", "H", "H", "H", "H", "H", "H"], "xyz": [[0.53907, 2.13992, 0.84723], [-0.58234, -2.65356, 1.51900], [-1.51902, 0.95899, -0.26410], [1.37547, 1.88038, -1.72847], [-2.45812, -0.97410, 1.34682], [1.83943, -0.84041, -2.29605], [0.71743, -0.62305, 0.27349], [-0.82830, 1.37919, 0.29337], [-1.93645, -0.39084, 0.77286], [-3.35021, -0.97153, 1.05815], [-1.42534, -2.17550, 1.69332], [1.02509, 1.32609, 0.97496], [2.29748, 1.94249, -1.49027], [-0.08402, -0.28804, -0.13770], [2.77215, -0.60682, -2.20912], [-0.34887, -3.07486, 2.35367], [-2.14078, 1.70484, -0.33469], [1.54452, -1.05774, -1.37300], [0.84794, 2.45411, -0.03673], [0.46005, -1.20906, 1.02447], [1.25483, 1.07949, -2.28721]], "nbo_charge": [-0.97, -0.99, -1.01, -0.98, -0.98, -0.98, -1.01, 0.50, 0.50, 0.48, 0.50, 0.50, 0.47, 0.49, 0.46, 0.47, 0.49, 0.51, 0.51, 0.52, 0.52], "e_homo_ev": -11.3, "max_force_ev_per_a": 1.32, "smiles": "O.O.O.O.O.O.O", "lumo_ev": 0.542, "e_above_lowest_kj_mol": 92.7, "homo_lumo_gap_ha": 0.4336}